# C14H18F3IN6O7Ti

A structure of composition C14H18F3IN6O7Ti (ωB97M-V/def2-TZVPD, the Open Molecules 2025 dataset).

```
50
Properties=species:S:1:pos:R:3:nbo_charge:R:1
C -2.58676 1.91466 1.93980 0.65
H 2.99564 0.02160 1.48819 0.23
F 1.04446 -1.48684 3.77235 -0.32
H 1.35002 1.98603 -2.55321 0.24
C 1.55837 -2.25748 -1.61171 -0.72
C -1.99556 1.24740 -4.35277 -0.25
O -1.10285 -0.35564 -0.55162 -0.64
O 1.07182 -1.59457 0.63874 -0.65
H -1.91114 3.63488 2.73390 0.45
C 4.25924 -1.62334 -1.01385 -0.42
F 0.62477 -3.47760 3.00856 -0.31
I -1.36196 2.76823 -6.87974 0.21
H 3.31515 -1.60752 2.10404 0.24
C -1.22103 -2.02983 3.34329 0.71
O -1.17396 -1.36386 2.20979 -0.70
N -1.39076 1.35378 1.70992 -0.46
H 1.87639 -1.56514 -2.39368 0.25
H -3.71584 -0.73346 1.83913 0.38
H 2.02460 -3.22414 -1.80894 0.26
C 3.54891 -0.89697 1.31398 -0.42
C -0.31037 0.48558 -1.09676 0.80
C -1.01159 2.00677 -4.97549 -0.12
N -0.26731 1.96249 2.20787 0.52
O -0.07545 3.15373 2.46691 -0.39
N -3.68640 1.24490 1.58722 -0.40
H -4.56995 1.61355 1.90379 0.39
H -2.50677 0.14193 -2.57987 0.24
C 1.96115 -1.74624 -0.27128 0.75
C -1.76151 0.74471 -3.08460 -0.13
Ti -0.11319 -0.25203 1.15777 1.54
C 0.19989 2.27063 -4.34597 -0.25
H 4.23064 -0.80949 -1.73869 0.22
N -2.74065 3.09012 2.53966 -0.77
F 0.11489 -2.97251 5.05792 -0.28
O 0.69115 0.84513 -0.39733 -0.67
O 0.68734 1.05962 2.21077 -0.43
H -3.65441 3.47080 2.71032 0.41
H -2.93226 1.04988 -4.85631 0.24
C 0.16401 -2.51438 3.82226 0.88
C 0.42384 1.77557 -3.07297 -0.13
H -4.31949 -0.18423 0.38178 0.38
H 4.15497 -2.57097 -1.53423 0.22
C -0.55437 1.01140 -2.44461 -0.21
N 3.20589 -1.46277 -0.00196 -0.33
H 0.48009 -2.37212 -1.63793 0.26
N -3.61567 -0.05450 1.09273 -0.62
O -2.19194 -2.27098 3.99385 -0.53
H 0.95592 2.86115 -4.84379 0.24
H 5.22197 -1.61347 -0.51499 0.23
H 4.61008 -0.67447 1.32777 0.23
```

For the frontier orbital gap (alpha / beta), the calculation gives 6.1619 / 8.3351 eV. Its spin multiplicity is 2. The total energy comes out at -77447.13333 eV. For the energy relative to the best compared isomer or geometry (same formula, charge and spin), the calculation gives 162.18 kJ/mol. As for the total charge: +1.